# 1
Below is C44H46As2BN6O8Tl as an isolated structure at a distorted geometry, with properties calculated with the ωB97M-V functional and the def2-TZVPD basis.

Last column: Mulliken charge in e.
Atoms and positions in Å:
Tl1 -1.44 -1.48 -0.58  1.4127
C1 3.20 -3.35 2.57  -1.4505
C2 2.53 -2.78 1.37  0.1538
C3 3.15 -2.30 0.23  -0.7121
C4 2.11 -1.93 -0.61  -0.5526
N1 0.94 -2.17 -0.01  0.1303
N2 1.20 -2.67 1.19  0.8660
B1 0.12 -2.95 2.27  -2.2051
N3 -0.50 -1.61 2.70  1.1230
N4 -1.22 -0.84 1.87  0.1942
C5 -1.64 0.23 2.57  -0.6673
C6 -1.17 0.12 3.90  -1.8089
C7 -0.45 -1.06 3.94  1.0796
C8 0.27 -1.64 5.10  -1.4652
C9 -2.42 1.32 2.02  0.7107
C10 -3.18 1.15 0.86  0.0863
C11 -3.93 2.20 0.35  -0.9437
C12 -3.96 3.42 1.01  -0.4896
C13 -3.22 3.59 2.17  -1.0123
C14 -2.45 2.56 2.66  -0.3839
N5 -1.00 -3.88 1.78  0.6965
N6 -1.85 -3.59 0.80  -0.0832
C15 -2.74 -4.60 0.71  0.1539
C16 -2.43 -5.56 1.70  -1.1984
C17 -1.33 -5.07 2.36  0.7579
C18 -0.61 -5.74 3.47  -1.4142
C19 -3.81 -4.70 -0.26  0.8428
C20 -4.23 -3.59 -1.01  0.3368
C21 -5.22 -3.72 -1.97  -0.9311
C22 -5.82 -4.95 -2.18  -0.4261
C23 -5.44 -6.05 -1.43  -0.7694
C24 -4.44 -5.93 -0.48  -0.6204
C25 2.18 -1.52 -2.05  1.5350
C26 0.80 -0.06 -3.56  -0.6068
C27 1.58 0.04 -4.63  -0.8781
C28 2.99 -0.22 -4.77  -0.7802
C29 3.84 -0.65 -3.83  -1.0158
C30 3.52 -0.83 -2.37  -0.3950
H1 4.27 -3.44 2.37  0.4414
H2 2.80 -4.33 2.81  0.2246
H3 3.06 -2.70 3.43  0.2007
H4 4.21 -2.26 0.06  0.6121
H5 0.66 -3.45 3.18  0.0027
H6 -1.38 0.76 4.73  0.6587
H7 0.13 -1.01 5.97  0.4216
H8 1.34 -1.72 4.90  0.1875
H9 -0.10 -2.64 5.34  0.2489
H10 -3.27 0.17 0.42  0.7632
H11 -4.54 2.05 -0.53  0.4940
H12 -4.58 4.22 0.63  0.5022
H13 -3.27 4.53 2.70  0.4684
H14 -1.89 2.72 3.57  0.3995
H15 -2.95 -6.47 1.92  0.4931
H16 -1.06 -6.71 3.65  0.3952
H17 -0.66 -5.16 4.38  0.2408
H18 0.44 -5.90 3.22  0.2546
H19 -3.80 -2.62 -0.81  -0.0769
H20 -5.52 -2.86 -2.54  0.4219
H21 -6.60 -5.05 -2.92  0.4101
H22 -5.92 -7.01 -1.58  0.4166
H23 -4.14 -6.81 0.08  0.3033
H24 -0.28 0.07 -3.58  0.9330
H25 1.07 0.30 -5.55  0.5955
H26 3.38 -0.08 -5.77  0.5992
H27 4.86 -0.84 -4.10  0.5649
H28 4.36 -1.31 -1.86  0.4828
C31 1.74 -2.68 -2.93  -1.5411
O1 1.25 -0.33 -2.22  0.4816
C32 2.05 0.78 -1.79  -0.5740
O2 3.34 0.45 -1.76  -0.1994
C33 1.49 1.97 -1.45  0.6817
C34 2.31 3.07 -1.17  0.6546
As1 1.99 4.73 -0.17  0.2945
C35 2.49 6.02 -1.58  -1.2151
C36 0.07 4.43 -0.31  0.1643
C37 -0.23 3.15 -0.01  0.7026
As2 -0.56 1.97 -1.50  0.2853
C38 -0.50 3.12 -3.11  -1.4492
C39 0.45 2.38 1.04  -0.1324
O3 0.65 1.19 0.96  -0.1225
O4 0.81 3.13 2.08  -0.3264
C40 1.38 2.45 3.19  -0.3792
C41 -0.92 5.19 -1.10  0.1136
O5 -2.02 4.74 -1.33  -0.4700
O6 -0.50 6.39 -1.46  -0.2721
C42 -1.43 7.20 -2.18  -0.7380
C43 3.66 3.03 -1.80  0.4266
O7 3.73 3.07 -3.00  -0.5439
O8 4.75 2.97 -1.05  -0.3710
C44 4.66 2.81 0.36  -0.4604
H29 0.73 -2.97 -2.65  0.3466
H30 2.40 -3.52 -2.72  0.4402
H31 1.79 -2.46 -3.99  0.4526
H32 3.57 6.01 -1.71  0.4436
H33 2.19 7.02 -1.27  0.4513
H34 2.01 5.76 -2.52  0.3520
H35 0.21 3.93 -3.01  0.2797
H36 -1.49 3.53 -3.32  0.5493
H37 -0.20 2.51 -3.96  0.5250
H38 1.59 3.21 3.93  0.3275
H39 2.29 1.93 2.89  0.2001
H40 0.67 1.71 3.57  -0.0086
H41 -0.91 8.12 -2.43  0.2687
H42 -2.30 7.41 -1.57  0.3138
H43 -1.75 6.69 -3.09  0.3216
H44 5.56 2.27 0.66  0.3537
H45 3.77 2.23 0.64  0.1019
H46 4.64 3.79 0.85  0.3419

Values from the calculation:
Energy relative to the best compared isomer or geometry (same formula, charge and spin), eV: 1.085
Total charge: +2
E_tot, a.u.: -7302.959482
Kohn-Sham gap, eV: 3.5
HOMO energy, eV: -11.69

# 2
Below is C44H46AsIrN7O3 as an isolated structure at a distorted geometry, with properties calculated with the ωB97M-V functional and the def2-TZVPD basis.

Last column: Löwdin spin population.
Atoms and positions in Å:
Ir1 1.07 -1.25 -1.35  2.4440
O1 0.39 -4.81 -3.51  0.0533
C1 0.57 -3.66 -3.17  0.0207
N1 0.16 -3.12 -1.99  0.1990
C2 -0.55 -4.05 -1.15  0.0179
C3 -1.40 -3.41 -0.10  0.0150
C4 -2.75 -3.69 0.02  0.0043
C5 -3.49 -3.17 1.07  0.0128
C6 -2.85 -2.38 2.01  0.0089
C7 -1.52 -2.10 1.86  0.0333
N2 -0.82 -2.59 0.81  0.0345
C8 1.26 -2.68 -4.08  0.0035
C9 1.73 -3.10 -5.31  0.0018
C10 2.29 -2.16 -6.17  -0.0020
C11 2.34 -0.84 -5.77  0.0025
C12 1.87 -0.51 -4.51  0.0058
N3 1.36 -1.41 -3.67  0.0760
H1 0.17 -4.71 -0.64  0.0038
H2 -1.17 -4.69 -1.78  0.0029
H3 -3.21 -4.34 -0.71  0.0003
H4 -4.55 -3.38 1.14  0.0005
H5 -3.38 -1.98 2.87  0.0002
H6 -0.96 -1.55 2.60  0.0026
H7 1.64 -4.14 -5.58  0.0007
H8 2.65 -2.46 -7.15  -0.0001
H9 2.73 -0.07 -6.41  0.0005
H10 1.88 0.51 -4.15  0.0005
N4 2.84 3.48 0.24  0.0023
C13 2.22 3.15 -1.06  0.0027
C14 1.99 1.62 -1.02  0.0116
O2 1.42 1.06 -1.96  0.0551
O3 2.41 1.07 0.05  0.0276
H11 2.27 4.09 0.82  0.0006
H12 3.78 3.86 0.17  0.0001
H13 2.86 2.43 0.64  0.0008
H14 2.86 3.42 -1.90  0.0001
H15 1.26 3.64 -1.19  0.0000
N5 5.87 -5.14 0.99  0.0020
C15 5.54 -4.28 0.29  0.0010
C16 5.13 -3.19 -0.54  0.0029
C17 6.06 -2.34 -1.13  -0.0006
C18 5.58 -1.29 -1.89  0.0037
C19 4.22 -1.11 -2.01  0.0079
N6 3.33 -1.91 -1.42  0.0894
C20 3.77 -2.95 -0.73  0.0083
H16 7.12 -2.51 -0.99  -0.0001
H17 6.26 -0.61 -2.39  0.0006
H18 3.81 -0.30 -2.60  0.0008
H19 3.04 -3.63 -0.31  0.0008
C21 -4.48 3.31 5.96  0.0043
C22 -3.67 2.85 4.78  0.0236
C23 -2.29 2.73 4.85  -0.0036
C24 -1.54 2.26 3.78  0.0262
C25 -0.04 2.20 3.93  0.0206
C26 -2.18 1.93 2.58  0.0554
As1 -1.11 1.24 1.11  0.5546
N7 0.47 -2.13 0.64  0.4199
C27 1.36 -2.56 1.58  0.0510
C28 1.19 -3.78 2.28  0.0983
C29 2.17 -4.21 3.15  -0.0022
C30 3.33 -3.46 3.35  0.1429
C31 3.49 -2.25 2.69  -0.0051
C32 2.53 -1.80 1.81  0.1047
C33 -1.76 2.22 -0.42  0.0622
C34 -1.86 3.62 -0.41  0.0280
C35 -1.46 4.43 0.79  0.0180
C36 -2.37 4.28 -1.52  0.0004
C37 -2.74 3.60 -2.67  0.0241
C38 -3.31 4.31 -3.87  0.0042
C39 -2.57 2.21 -2.70  0.0003
C40 -2.09 1.51 -1.60  0.0274
C41 -1.98 0.01 -1.72  0.0635
C42 -3.59 2.02 2.50  0.0243
C43 -4.34 1.66 1.24  0.0129
C44 -4.30 2.49 3.59  -0.0022
H20 -3.84 3.64 6.78  0.0000
H21 -5.11 2.51 6.33  0.0014
H22 -5.14 4.13 5.67  0.0012
H23 -1.79 3.01 5.77  -0.0004
H24 0.23 2.05 4.98  0.0005
H25 0.41 3.14 3.61  0.0015
H26 0.39 1.38 3.35  0.0111
H27 0.32 -4.39 2.10  0.0034
H28 2.03 -5.16 3.65  -0.0023
H29 4.10 -3.83 4.01  0.0065
H30 4.38 -1.66 2.85  -0.0025
H31 2.62 -0.85 1.29  0.0042
H32 -0.60 4.00 1.30  0.0139
H33 -2.27 4.48 1.52  0.0008
H34 -1.23 5.46 0.50  0.0011
H35 -2.46 5.36 -1.49  -0.0001
H36 -3.34 5.38 -3.72  -0.0001
H37 -4.32 3.95 -4.05  0.0013
H38 -2.73 4.09 -4.76  0.0012
H39 -2.82 1.68 -3.61  -0.0002
H40 -2.33 -0.32 -2.70  0.0016
H41 -2.58 -0.49 -0.95  0.0083
H42 -0.92 -0.35 -1.65  0.0228
H43 -3.92 0.77 0.77  0.0092
H44 -4.29 2.48 0.52  0.0007
H45 -5.39 1.48 1.46  0.0007
H46 -5.38 2.57 3.52  -0.0003

Values from the calculation:
Energy relative to the best compared isomer or geometry (same formula, charge and spin), eV: 0.000
Total charge: +2
Spin multiplicity: 6
E_tot, a.u.: -4652.786675
Kohn-Sham gap (spin up / spin down), eV: 6.1 / 4.8
HOMO energy (spin up / spin down), eV: -11.71 / -12.54